No. 1
15
Properties=species:S:1:pos:R:3:nbo_charge:R:1 method="wB97M-V/def2-TZVPD" molar_mass_g_mol=121.1 homo_lumo_gap_ev="6.783 / 6.784" charge=0
C -0.0679 -0.7903 -1.7795 -0.74
C -0.5296 -0.4164 -0.4177 0.78
O -0.7656 1.4501 -0.6725 -0.38
O -1.6934 1.9556 0.2160 -0.46
O -1.3329 -0.8515 0.3437 -0.50
H -1.8807 1.2007 0.8133 0.43
H -0.8196 -0.4457 -2.4902 0.29
H 0.8656 -0.2645 -1.9760 0.27
H 0.0644 -1.8716 -1.8442 0.24
N 0.8592 -0.0534 2.0137 -0.79
C 1.2487 0.0408 0.6811 0.38
O 1.3698 1.1508 0.0944 -0.47
H 0.1606 0.6326 2.2721 0.39
H 0.5948 -0.9616 2.3670 0.39
H 1.9264 -0.7757 0.3788 0.16

=====

No. 2
13
Properties=species:S:1:pos:R:3:nbo_charge:R:1 method="wB97M-V/def2-TZVPD" molar_mass_g_mol=104.1 homo_lumo_gap_ev="6.121 / 6.118" charge=-1
C 0.4610 -0.7744 0.5971 -0.66
C 0.4443 0.0538 -0.6292 -0.56
C -1.5849 1.0623 1.2427 -0.96
N 1.4897 -0.7740 -2.1729 -0.17
O 1.8132 -1.9782 -1.9983 -0.61
P -1.2583 -0.2894 -0.0645 0.55
H 0.9368 -1.7701 0.6186 0.21
H 0.7678 -0.1678 1.3985 0.18
H 0.8588 1.1336 -0.4259 0.16
H -0.9552 1.0955 2.1740 0.21
H -2.6169 1.3033 1.4537 0.20
H -0.9821 1.8987 0.6877 0.22
H 0.6258 -0.7933 -2.8814 0.22

=====

Please write out number 2 again, unchanged.
13
Properties=species:S:1:pos:R:3:nbo_charge:R:1 method="wB97M-V/def2-TZVPD" molar_mass_g_mol=104.1 homo_lumo_gap_ev="6.121 / 6.118" charge=-1
C 0.4610 -0.7744 0.5971 -0.66
C 0.4443 0.0538 -0.6292 -0.56
C -1.5849 1.0623 1.2427 -0.96
N 1.4897 -0.7740 -2.1729 -0.17
O 1.8132 -1.9782 -1.9983 -0.61
P -1.2583 -0.2894 -0.0645 0.55
H 0.9368 -1.7701 0.6186 0.21
H 0.7678 -0.1678 1.3985 0.18
H 0.8588 1.1336 -0.4259 0.16
H -0.9552 1.0955 2.1740 0.21
H -2.6169 1.3033 1.4537 0.20
H -0.9821 1.8987 0.6877 0.22
H 0.6258 -0.7933 -2.8814 0.22